No. 1
{
  "formula": "C31H63BBrClO7",
  "method": "wB97M-V/def2-TZVPD",
  "homo_ev": -9.21,
  "lumo_energy_ha": 0.0183,
  "e_tot_ha": -4804.6259,
  "gap_ev": 9.71,
  "smiles": "C[C@H](Br)CBCl.C1CCOC1.C1CCOC1.C1CCOC1.C1CCOC1.C1CCOC1.C1CCOC1.C1CCOC1",
  "species": ["C", "C", "Br", "C", "B", "Cl", "H", "H", "H", "H", "H", "H", "H", "C", "C", "C", "O", "C", "H", "H", "H", "H", "H", "H", "H", "H", "C", "C", "C", "O", "C", "H", "H", "H", "H", "H", "H", "H", "H", "C", "C", "C", "O", "C", "H", "H", "H", "H", "H", "H", "H", "H", "C", "C", "C", "O", "C", "H", "H", "H", "H", "H", "H", "H", "H", "C", "C", "C", "O", "C", "H", "H", "H", "H", "H", "H", "H", "H", "C", "C", "C", "O", "C", "H", "H", "H", "H", "H", "H", "H", "H", "C", "C", "C", "O", "C", "H", "H", "H", "H", "H", "H", "H", "H"],
  "positions_angstrom": [[-0.362, 1.627, 2.935], [0.041, 2.427, 4.160], [1.310, 3.813, 3.640], [0.600, 1.532, 5.249], [1.627, 0.483, 4.708], [1.340, -1.245, 4.970], [-1.104, 2.193, 2.398], [0.479, 1.440, 2.290], [-0.848, 0.719, 3.248], [-0.842, 2.908, 4.536], [-0.224, 0.992, 5.687], [1.087, 2.095, 6.032], [2.608, 0.806, 4.125], [-5.013, 2.664, -0.037], [-4.938, 1.143, 0.008], [-3.437, 0.908, 0.098], [-2.891, 2.034, 0.807], [-3.886, 3.057, 0.910], [-5.978, 3.067, 0.267], [-4.797, 3.020, -1.047], [-5.434, 0.773, 0.909], [-5.387, 0.652, -0.854], [-2.984, 0.868, -0.895], [-3.184, -0.009, 0.633], [-4.237, 3.098, 1.948], [-3.438, 4.018, 0.659], [6.029, -2.165, 2.759], [4.574, -2.492, 3.089], [3.871, -2.087, 1.799], [4.815, -2.306, 0.738], [6.111, -2.541, 1.289], [6.749, -2.703, 3.371], [6.207, -1.095, 2.884], [4.460, -3.565, 3.260], [4.191, -1.968, 3.963], [3.605, -1.024, 1.804], [2.968, -2.669, 1.608], [6.352, -3.602, 1.164], [6.846, -1.953, 0.739], [-3.671, -1.092, -5.153], [-3.865, -2.022, -3.957], [-2.969, -1.373, -2.911], [-2.973, 0.034, -3.193], [-3.564, 0.265, -4.476], [-4.478, -1.135, -5.881], [-2.735, -1.330, -5.663], [-4.909, -1.996, -3.632], [-3.598, -3.058, -4.156], [-1.944, -1.737, -2.986], [-3.321, -1.536, -1.889], [-4.553, 0.712, -4.325], [-2.949, 0.973, -5.033], [3.475, 0.038, -2.997], [4.073, -1.273, -2.488], [2.867, -2.194, -2.514], [2.034, -1.740, -3.585], [2.481, -0.459, -4.038], [4.209, 0.728, -3.409], [2.947, 0.546, -2.187], [4.834, -1.631, -3.185], [4.523, -1.202, -1.501], [2.296, -2.129, -1.581], [3.137, -3.237, -2.681], [2.962, -0.587, -5.015], [1.620, 0.200, -4.159], [-7.765, 2.166, -7.366], [-7.788, 1.977, -5.852], [-7.193, 0.584, -5.705], [-6.277, 0.417, -6.792], [-6.465, 1.470, -7.743], [-7.793, 3.207, -7.681], [-8.614, 1.650, -7.820], [-7.141, 2.715, -5.373], [-8.781, 2.060, -5.412], [-7.965, -0.190, -5.781], [-6.661, 0.447, -4.763], [-5.613, 2.155, -7.673], [-6.485, 1.046, -8.747], [3.980, 6.044, 5.805], [5.172, 6.180, 6.751], [4.674, 5.441, 7.987], [3.790, 4.421, 7.517], [3.483, 4.643, 6.135], [4.237, 6.164, 4.754], [3.216, 6.783, 6.056], [6.041, 5.669, 6.332], [5.453, 7.211, 6.960], [4.112, 6.109, 8.649], [5.479, 4.982, 8.561], [4.007, 3.886, 5.540], [2.416, 4.526, 5.974], [3.032, -6.031, 0.435], [1.833, -5.687, -0.442], [0.775, -6.644, 0.091], [1.071, -6.841, 1.477], [2.366, -6.314, 1.775], [3.776, -5.236, 0.492], [3.522, -6.931, 0.059], [1.530, -4.652, -0.266], [2.019, -5.809, -1.508], [0.827, -7.615, -0.414], [-0.239, -6.257, -0.009], [2.239, -5.393, 2.356], [2.917, -7.032, 2.383]]
}


No. 2
{
  "formula": "C31H63F3N2O15P",
  "method": "wB97M-V/def2-TZVPD",
  "charge": 1,
  "homo_ev": -10.51,
  "lumo_energy_ha": -0.2012,
  "e_tot_ha": -3097.4545,
  "gap_ev": 5.03,
  "species": ["N", "P", "O", "C", "C", "C", "C", "O", "O", "C", "C", "C", "F", "F", "F", "N", "H", "H", "H", "H", "H", "H", "H", "C", "O", "C", "C", "O", "C", "C", "O", "C", "H", "H", "H", "H", "H", "H", "H", "H", "H", "H", "H", "H", "H", "H", "C", "O", "C", "C", "O", "C", "C", "O", "C", "H", "H", "H", "H", "H", "H", "H", "H", "H", "H", "H", "H", "H", "H", "C", "O", "C", "C", "O", "C", "C", "O", "C", "H", "H", "H", "H", "H", "H", "H", "H", "H", "H", "H", "H", "H", "H", "C", "O", "C", "C", "O", "C", "C", "O", "C", "H", "H", "H", "H", "H", "H", "H", "H", "H", "H", "H", "H", "H", "H"],
  "positions_angstrom": [[3.669, -3.797, -0.777], [3.894, -3.005, -2.282], [5.477, -3.127, -2.478], [3.702, -1.214, -1.747], [4.689, -0.248, -1.599], [4.349, 1.037, -1.197], [5.351, 2.157, -1.024], [4.987, 3.217, -0.629], [6.611, 1.906, -1.437], [3.015, 1.351, -0.928], [2.069, 0.374, -1.099], [0.597, 0.586, -0.836], [0.116, 1.561, -1.587], [0.416, 0.908, 0.432], [-0.045, -0.547, -1.114], [2.431, -0.850, -1.510], [4.284, -3.376, -0.078], [2.728, -3.560, -0.463], [6.007, -3.044, -1.674], [5.710, -0.513, -1.812], [7.045, 1.218, -0.917], [2.730, 2.341, -0.610], [1.703, -1.548, -1.650], [1.549, -10.303, 1.178], [0.551, -9.316, 1.016], [0.593, -8.244, 1.932], [0.521, -6.884, 1.270], [1.618, -6.524, 0.441], [1.820, -7.231, -0.776], [0.744, -7.065, -1.828], [-0.493, -7.636, -1.463], [-1.624, -6.803, -1.613], [1.223, -11.086, 1.868], [1.730, -10.755, 0.202], [2.487, -9.873, 1.540], [1.492, -8.299, 2.556], [-0.279, -8.319, 2.595], [0.550, -6.153, 2.084], [-0.432, -6.744, 0.757], [2.033, -8.284, -0.586], [2.730, -6.797, -1.201], [1.101, -7.569, -2.736], [0.623, -5.999, -2.060], [-1.400, -5.762, -1.360], [-2.389, -7.161, -0.924], [-2.021, -6.852, -2.632], [-0.748, 3.832, 0.878], [-0.566, 4.208, 2.220], [0.206, 3.331, 3.013], [1.347, 4.015, 3.731], [2.362, 4.542, 2.896], [2.103, 5.673, 2.082], [1.877, 6.977, 2.813], [0.681, 6.984, 3.564], [0.805, 7.420, 4.901], [-1.630, 3.193, 0.750], [-0.899, 4.742, 0.296], [0.136, 3.322, 0.488], [0.614, 2.512, 2.409], [-0.449, 2.889, 3.775], [1.850, 3.237, 4.312], [0.980, 4.753, 4.446], [1.295, 5.483, 1.371], [3.019, 5.802, 1.499], [1.815, 7.766, 2.052], [2.741, 7.194, 3.450], [1.749, 7.093, 5.346], [-0.016, 6.982, 5.469], [0.734, 8.510, 4.973], [-3.027, -1.087, 0.785], [-3.544, -2.382, 0.976], [-3.907, -3.067, -0.208], [-3.315, -4.456, -0.312], [-1.900, -4.532, -0.424], [-1.074, -4.211, 0.678], [-1.130, -5.159, 1.857], [-2.369, -5.130, 2.528], [-2.958, -6.391, 2.776], [-3.817, -0.331, 0.775], [-2.348, -0.869, 1.612], [-2.461, -1.030, -0.151], [-3.623, -2.487, -1.093], [-4.998, -3.179, -0.221], [-3.681, -4.869, -1.256], [-3.690, -5.105, 0.481], [-1.219, -3.178, 1.007], [-0.055, -4.284, 0.279], [-0.345, -4.846, 2.561], [-0.891, -6.174, 1.520], [-2.779, -7.088, 1.951], [-4.032, -6.238, 2.873], [-2.582, -6.829, 3.705], [-2.050, 4.015, -2.603], [-1.885, 5.295, -2.041], [-0.678, 5.960, -2.362], [-0.884, 7.378, -2.849], [-1.567, 7.517, -4.075], [-2.948, 7.213, -4.163], [-3.878, 8.137, -3.410], [-3.734, 8.038, -2.006], [-3.592, 9.264, -1.322], [-1.641, 3.249, -1.936], [-3.118, 3.833, -2.723], [-1.574, 3.934, -3.585], [-0.111, 5.396, -3.113], [-0.063, 6.021, -1.452], [0.115, 7.777, -3.045], [-1.322, 7.998, -2.064], [-3.149, 6.169, -3.910], [-3.184, 7.334, -5.223], [-4.904, 7.849, -3.675], [-3.722, 9.167, -3.747], [-3.004, 9.983, -1.902], [-3.068, 9.063, -0.388], [-4.565, 9.705, -1.087]]
}


No. 3
{
  "formula": "C31H63FN2O10PS",
  "method": "wB97M-V/def2-TZVPD",
  "charge": 1,
  "homo_ev": -10.65,
  "lumo_energy_ha": -0.1438,
  "e_tot_ha": -2920.0586,
  "gap_ev": 6.73,
  "species": ["C", "C", "O", "P", "O", "C", "C", "C", "N", "C", "C", "F", "N", "C", "S", "O", "C", "C", "H", "H", "H", "H", "H", "H", "H", "H", "H", "H", "H", "H", "H", "H", "H", "H", "H", "H", "H", "H", "H", "C", "C", "O", "C", "H", "H", "H", "H", "H", "H", "C", "C", "O", "C", "H", "H", "H", "H", "H", "H", "C", "C", "O", "C", "H", "H", "H", "H", "H", "H", "C", "C", "O", "C", "H", "H", "H", "H", "H", "H", "C", "C", "O", "C", "H", "H", "H", "H", "H", "H", "C", "C", "O", "C", "H", "H", "H", "H", "H", "H", "C", "C", "O", "C", "H", "H", "H", "H", "H", "H"],
  "positions_angstrom": [[4.216, -2.831, -1.214], [2.845, -2.485, -1.827], [1.722, -2.827, -0.974], [1.220, -1.623, -0.017], [0.736, -2.229, 1.231], [-0.187, -0.737, -0.768], [-1.294, -1.732, -1.210], [-2.682, -1.055, -1.231], [-3.612, -1.664, -0.226], [-4.948, -0.974, -0.185], [-5.797, -1.166, -1.433], [-6.215, -2.463, -1.607], [-3.711, -3.101, -0.364], [-3.575, -3.689, 0.701], [-3.036, -4.602, 1.811], [2.504, -0.698, 0.251], [2.199, 0.669, 0.639], [2.672, 1.589, -0.502], [4.178, -2.746, -0.122], [4.913, -2.043, -1.542], [4.619, -3.781, -1.567], [2.739, -3.106, -2.728], [2.826, -1.449, -2.193], [-0.629, -0.139, 0.044], [0.059, -0.036, -1.575], [-1.056, -2.009, -2.244], [-1.271, -2.653, -0.616], [-3.145, -1.047, -2.218], [-2.537, -0.020, -0.906], [-3.181, -1.488, 0.690], [-5.476, -1.211, 0.745], [-4.713, 0.100, -0.129], [-5.315, -0.761, -2.332], [-6.709, -0.564, -1.297], [2.827, 0.886, 1.508], [1.166, 0.835, 0.966], [3.662, 1.222, -0.808], [2.831, 2.613, -0.152], [2.013, 1.511, -1.376], [5.591, 3.422, 3.939], [4.206, 3.055, 3.473], [3.987, 2.779, 2.309], [3.118, 3.049, 4.508], [6.278, 3.389, 3.095], [5.587, 4.432, 4.352], [5.929, 2.713, 4.696], [3.022, 4.049, 4.938], [3.348, 2.324, 5.291], [2.173, 2.771, 4.043], [5.664, -6.743, 0.429], [4.660, -6.757, -0.696], [4.777, -6.027, -1.656], [3.502, -7.714, -0.577], [6.440, -6.010, 0.212], [5.173, -6.470, 1.364], [6.128, -7.726, 0.528], [2.917, -7.481, 0.314], [3.869, -8.741, -0.524], [2.862, -7.616, -1.451], [3.638, 8.420, 5.218], [3.021, 7.167, 4.653], [3.229, 6.081, 5.150], [2.135, 7.318, 3.443], [4.248, 8.165, 6.082], [4.271, 8.895, 4.467], [2.855, 9.112, 5.533], [2.703, 7.745, 2.615], [1.286, 7.962, 3.681], [1.761, 6.340, 3.144], [-0.824, -7.237, -3.929], [-0.398, -7.166, -2.484], [0.413, -7.936, -2.026], [-1.028, -6.090, -1.630], [-0.296, -8.051, -4.421], [-1.897, -7.425, -3.993], [-0.580, -6.302, -4.437], [-2.110, -6.228, -1.595], [-0.791, -5.105, -2.039], [-0.631, -6.153, -0.618], [-4.500, 2.346, -3.947], [-4.130, 2.463, -2.493], [-3.225, 1.804, -2.018], [-4.924, 3.427, -1.649], [-3.850, 1.620, -4.430], [-5.535, 2.011, -4.042], [-4.376, 3.311, -4.441], [-5.977, 3.140, -1.644], [-4.819, 4.439, -2.043], [-4.549, 3.409, -0.627], [-0.605, 4.061, 6.996], [0.304, 2.950, 7.463], [1.022, 2.358, 6.691], [0.279, 2.612, 8.933], [-0.485, 4.198, 5.923], [-1.645, 3.805, 7.205], [-0.345, 4.993, 7.501], [-0.723, 2.293, 9.226], [0.577, 3.481, 9.521], [0.977, 1.800, 9.128], [-3.423, 2.262, -8.712], [-4.169, 1.439, -7.693], [-3.608, 0.972, -6.725], [-5.643, 1.221, -7.929], [-2.378, 2.338, -8.419], [-3.481, 1.784, -9.691], [-3.848, 3.265, -8.764], [-5.796, 0.699, -8.874], [-6.163, 2.180, -7.948], [-6.053, 0.615, -7.123]]
}